Version one
Here is a cluster of 2 separate species, C2H9NO2 in total from OMol25. Energies are from ωB97M-V/def2-TZVPD.

The HOMO energy is -9.6 eV. As for the gap between HOMO and LUMO: 10.34 eV. As for the SMILES: NCCO.O.

```
! RIJCOSX wB97M-V def2-TZVPD def2/J DEFGRID3
* xyz 0 1
N -1.111 -1.463 1.543
C -0.338 -0.344 1.003
C 1.007 0.066 1.459
O 1.001 1.439 1.505
H -0.374 -2.031 2.096
H -1.726 -1.110 2.209
H -0.900 0.573 1.224
H -0.484 -0.336 -0.151
H 1.858 -0.354 0.631
H 1.211 -0.415 2.498
H 2.067 1.396 1.650
O -0.553 0.939 -5.488
H -1.131 1.595 -5.152
H -0.528 0.046 -5.028
*
```

Here are the Mulliken charges for atoms 1 to 4, given in e: N -0.59; C -0.47; C -0.27; O -0.48

---

Version two
Here is a cluster of 2 separate species, C2H9NO2 in total from OMol25. Energies are from ωB97M-V/def2-TZVPD.

The HOMO energy is -9.2 eV. As for the gap between HOMO and LUMO: 9.86 eV. As for the SMILES: NCO.CO.

```
! RIJCOSX wB97M-V def2-TZVPD def2/J DEFGRID3
* xyz 0 1
N 1.197 -1.560 -0.335
C 1.577 -0.389 0.486
O 1.350 0.834 -0.166
H 1.611 -2.439 -0.064
H 0.184 -1.560 -0.311
H 2.675 -0.391 0.484
H 1.261 -0.289 1.531
H 0.392 0.954 -0.324
C -1.694 1.024 0.106
O -1.189 0.277 -1.027
H -1.536 2.080 -0.108
H -1.174 0.744 1.018
H -2.760 0.839 0.242
H -1.894 -0.124 -1.532
*
```

Here are the Mulliken charges for atoms 1 to 4, given in e: N -0.48; C -0.27; O -0.48; H 0.21

---

Most favorable structure: version two. The second most favorable one is 25.5 kcal/mol above it.

---

Version one
Here is a cluster of 2 separate species, C2H9NO2 in total from OMol25. Energies are from ωB97M-V/def2-TZVPD.

The HOMO energy is -8.9 eV. As for the gap between HOMO and LUMO: 9.34 eV. As for the SMILES: CNCO.O.

```
! RIJCOSX wB97M-V def2-TZVPD def2/J DEFGRID3
* xyz 0 1
C 0.215 -1.521 -0.804
N 1.225 -1.144 0.243
C 2.211 -0.111 0.008
O 1.876 1.079 -0.772
H 0.789 -1.631 -1.739
H -0.185 -2.437 -0.513
H -0.502 -0.862 -1.121
H 0.921 -1.284 1.281
H 3.031 -0.667 -0.502
H 2.591 0.307 1.123
H 0.995 1.218 -0.374
O -4.731 2.174 0.958
H -3.916 2.245 0.455
H -4.521 2.633 1.758
*
```

Here are the Mulliken charges for atoms 1 to 4, given in e: C -0.82; N -0.29; C -0.37; O -0.49

---

Version two
Here is a structure of composition C2H9NO2 from OMol25. Energies are from ωB97M-V/def2-TZVPD.

The HOMO energy (alpha / beta) is -7.2 / -7.2 eV. As for the gap between HOMO and LUMO (alpha / beta): 7.90 / 7.90 eV.

```
! RIJCOSX wB97M-V def2-TZVPD def2/J DEFGRID3
* xyz 0 1
C -0.584 1.209 -0.542
O -1.580 -0.683 -0.150
O -1.712 -1.040 1.250
H -2.624 -0.846 1.503
H -1.222 1.680 0.195
H -1.096 0.869 -1.436
H 0.273 1.839 -0.774
C 1.494 -0.688 -0.462
N 0.726 0.126 0.481
H 1.309 0.714 1.068
H -0.006 -0.488 0.978
H 2.214 -1.335 0.048
H 0.779 -1.314 -0.995
H 2.030 -0.043 -1.163
*
```

Here are the Mulliken charges for atoms 1 to 4, given in e: C -0.57; O -0.57; O -0.48; H 0.28

---

Most favorable structure: version one. The second most favorable one is 110.1 kcal/mol above it.

---

Version one
Here is a cluster of 2 separate species, C2H9NO2 in total from OMol25. Energies are from ωB97M-V/def2-TZVPD.

The HOMO energy is -8.7 eV. As for the gap between HOMO and LUMO: 9.42 eV. As for the SMILES: CNCO.O.

```
! RIJCOSX wB97M-V def2-TZVPD def2/J DEFGRID3
* xyz 0 1
C 0.263 -0.090 -1.471
N -0.210 0.951 -0.580
C 0.717 1.413 0.392
O 0.800 0.667 1.644
H 0.483 0.281 -2.487
H -0.429 -0.921 -1.485
H 1.262 -0.445 -1.182
H -1.137 0.748 -0.243
H 1.731 1.241 0.027
H 0.575 2.482 0.622
H -0.063 0.760 2.031
O -1.352 -2.073 0.643
H -2.070 -2.585 1.021
H -0.570 -2.431 1.067
*
```

Here are the Mulliken charges for atoms 1 to 4, given in e: C -0.79; N -0.23; C -0.45; O -0.51

---

Version two
Here is a cluster of 2 separate species, C2H9NO2 in total from OMol25. Energies are from ωB97M-V/def2-TZVPD.

The HOMO energy is -9.4 eV. As for the gap between HOMO and LUMO: 10.09 eV. As for the SMILES: NCCO.O.

```
! RIJCOSX wB97M-V def2-TZVPD def2/J DEFGRID3
* xyz 0 1
N -0.015 -0.349 -0.269
C -0.872 -0.964 0.797
C -0.273 -1.113 2.148
O 1.055 -1.612 2.276
H 0.519 0.404 0.155
H -0.463 -0.067 -1.125
H -1.067 -1.944 0.393
H -1.867 -0.424 0.895
H -0.824 -2.045 2.631
H -0.478 -0.266 2.778
H 1.620 -1.639 1.500
O 0.981 3.442 -3.759
H 0.838 2.509 -3.946
H 0.844 4.068 -4.473
*
```

Here are the Mulliken charges for atoms 1 to 4, given in e: N -0.54; C -0.43; C -0.27; O -0.52

---

Version three
Here is a cluster of 2 separate species, C2H9NO2 in total from OMol25. Energies are from ωB97M-V/def2-TZVPD.

The HOMO energy is -9.2 eV. As for the gap between HOMO and LUMO: 10.25 eV. As for the SMILES: CNCO.O.

```
! RIJCOSX wB97M-V def2-TZVPD def2/J DEFGRID3
* xyz 0 1
C 0.833 0.528 -1.948
N 1.380 -0.745 -1.429
C 0.798 -1.377 -0.313
O 0.042 -2.581 -0.620
H 0.587 1.192 -1.116
H 1.492 0.942 -2.710
H -0.111 0.182 -2.390
H 2.383 -0.679 -1.372
H 0.073 -0.981 0.396
H 1.664 -1.672 0.321
H 0.585 -3.030 -1.270
O -2.970 2.619 3.916
H -2.894 3.335 4.547
H -3.861 2.267 3.987
*
```

Here are the Mulliken charges for atoms 1 to 4, given in e: C -0.82; N -0.30; C -0.28; O -0.54

---

Version four
Here is a cluster of 2 separate species, C2H9NO2 in total from OMol25. Energies are from ωB97M-V/def2-TZVPD.

The HOMO energy is -9.2 eV. As for the gap between HOMO and LUMO: 9.90 eV. As for the SMILES: NCCO.O.

```
! RIJCOSX wB97M-V def2-TZVPD def2/J DEFGRID3
* xyz 0 1
N -0.669 -0.806 1.412
C -1.109 0.357 0.636
C -0.610 0.214 -0.781
O -0.890 1.423 -1.480
H 0.337 -0.932 1.277
H -0.772 -0.632 2.401
H -2.207 0.394 0.617
H -0.763 1.315 1.039
H 0.479 0.098 -0.733
H -1.065 -0.649 -1.279
H -1.290 1.228 -2.333
O 2.699 -0.934 0.321
H 3.130 -0.365 -0.324
H 2.776 -1.831 -0.049
*
```

Here are the Mulliken charges for atoms 1 to 4, given in e: N -0.62; C -0.42; C -0.12; O -0.54

---

Most favorable structure: version four. The second most favorable one is 6.5 kcal/mol above it.

---

Version one
Here is an isolated molecule of C9H6N4 from OMol25. Energies are from ωB97M-V/def2-TZVPD.

The HOMO energy is -9.4 eV. As for the gap between HOMO and LUMO: 9.15 eV. As for the SMILES: [H]/N=C(\N=C=N)c1ccccc1C#N.

```
! RIJCOSX wB97M-V def2-TZVPD def2/J DEFGRID3
* xyz 0 1
H 0.164 -2.348 2.837
N 0.598 -1.669 2.121
C -0.255 -1.137 1.323
N -1.587 -1.177 1.429
C -2.563 -0.502 1.266
N -3.636 -0.026 1.366
C 0.426 -0.264 0.256
C 1.753 -0.664 0.044
C 2.535 -0.112 -0.993
C 1.872 0.732 -1.925
C 0.613 1.277 -1.629
C -0.109 0.791 -0.558
C -1.455 1.328 -0.422
N -2.426 1.908 -0.187
H -4.026 0.652 0.740
H 2.102 -1.525 0.574
H 3.567 -0.295 -1.058
H 2.384 1.015 -2.909
H 0.042 2.015 -2.277
*
```

Here are the Mulliken charges for atoms 1 to 4, given in e: H 0.25; N -0.64; C 0.46; N -0.34

---

Version two
Here is an isolated molecule of C9H6N4 from OMol25. Energies are from ωB97M-V/def2-TZVPD.

The HOMO energy is -8.9 eV. As for the gap between HOMO and LUMO: 8.77 eV. As for the SMILES: N#CC(C#N)/C=N\c1cccnc1.

```
! RIJCOSX wB97M-V def2-TZVPD def2/J DEFGRID3
* xyz 0 1
N 1.374 0.009 1.842
C 1.874 0.190 0.709
C 2.184 0.775 -0.597
C 2.344 -0.185 -1.645
N 2.442 -1.029 -2.439
C 0.974 1.742 -1.030
N -0.228 1.673 -0.621
C -0.800 0.471 0.005
C -0.925 -0.828 -0.621
C -1.690 -1.745 0.078
C -2.154 -1.409 1.369
N -2.091 -0.137 1.990
C -1.486 0.796 1.229
H 3.201 1.291 -0.421
H 1.329 2.565 -1.543
H -0.438 -1.109 -1.569
H -1.981 -2.609 -0.413
H -2.507 -2.248 2.049
H -1.423 1.787 1.628
*
```

Here are the Mulliken charges for atoms 1 to 4, given in e: N -0.46; C 0.14; C 0.50; C -0.01

---

Most favorable structure: version one. The second most favorable one is 36.3 kcal/mol above it.

---

Version one
Here is a cluster of 2 separate species, C4H12N3 in total from OMol25. Energies are from ωB97M-V/def2-TZVPD.

The HOMO energy is -11.7 eV. As for the gap between HOMO and LUMO: 7.99 eV.

```
! RIJCOSX wB97M-V def2-TZVPD def2/J DEFGRID3
* xyz 1 1
C 2.207 0.211 1.317
C 0.846 0.831 1.432
C -0.268 0.108 1.094
N 0.777 2.175 1.783
H 2.587 0.290 2.351
H 2.946 0.758 0.689
H 2.188 -0.856 1.071
H -1.222 0.581 1.332
H -0.233 -0.982 0.946
H 1.650 2.725 1.641
H -0.077 2.668 1.556
N -1.097 -1.440 -2.979
C -1.102 -0.830 -1.797
N -2.109 -0.665 -0.947
H -1.835 -1.968 -3.312
H -0.322 -1.347 -3.581
H -0.147 -0.495 -1.466
H -1.784 -0.661 0.041
H -3.005 -1.105 -1.169
*
```

Here are the Mulliken charges for atoms 1 to 4, given in e: C -1.30; C 0.70; C -1.25; N -0.48

---

Version two
Here is a structure of composition C4H12N3 from OMol25. Energies are from ωB97M-V/def2-TZVPD.

The HOMO energy is -13.0 eV. As for the gap between HOMO and LUMO: 5.67 eV.

```
! RIJCOSX wB97M-V def2-TZVPD def2/J DEFGRID3
* xyz 1 1
C -1.990 -0.353 -0.460
C -0.804 0.629 0.153
C 0.662 0.090 0.098
C 1.496 1.205 0.421
N 2.502 1.552 -0.606
N 0.752 -1.247 0.880
N -1.339 -1.970 -0.729
H -2.972 -0.082 0.009
H -2.186 0.037 -1.445
H -0.930 0.796 1.200
H -0.828 1.521 -0.425
H 1.869 1.371 1.438
H 2.054 2.245 -1.175
H 3.298 1.978 -0.202
H 0.759 -0.458 -0.869
H 0.132 -1.994 0.585
H 1.309 -1.384 1.690
H -2.218 -2.643 -0.845
H -1.567 -1.293 0.283
*
```

Here are the Mulliken charges for atoms 1 to 4, given in e: C -0.53; C -1.00; C 0.44; C -0.03

---

Version three
Here is a cluster of 2 separate species, C4H12N3 in total from OMol25. Energies are from ωB97M-V/def2-TZVPD.

The HOMO energy (alpha / beta) is -11.0 / -12.3 eV. As for the gap between HOMO and LUMO (alpha / beta): 6.78 / 8.87 eV.

```
! RIJCOSX wB97M-V def2-TZVPD def2/J DEFGRID3
* xyz 1 1
C 0.082 1.770 -1.663
C 1.604 1.706 -1.107
C 0.825 0.545 -1.462
C -0.504 0.023 1.100
N -1.894 -0.435 0.868
N 0.321 -1.012 1.522
N 0.578 -2.044 0.606
H -0.496 2.179 -0.910
H -0.170 1.981 -2.677
H 2.464 1.734 -1.781
H 1.659 2.421 -0.261
H 1.082 -0.398 -1.851
H -0.408 0.952 1.812
H -1.850 -1.092 -0.010
H -2.536 0.347 0.495
H 1.183 -0.502 1.977
H 1.126 -1.798 -0.236
H -2.201 -0.995 1.610
H 1.150 -2.800 0.937
*
```

Here are the Mulliken charges for atoms 1 to 4, given in e: C -0.77; C -0.52; C -0.17; C -0.40

---

Version four
Here is a cluster of 2 separate species, C4H12N3 in total from OMol25. Energies are from ωB97M-V/def2-TZVPD.

The HOMO energy (alpha / beta) is -12.1 / -11.4 eV. As for the gap between HOMO and LUMO (alpha / beta): 7.56 / 5.68 eV.

```
! RIJCOSX wB97M-V def2-TZVPD def2/J DEFGRID3
* xyz 1 1
C -0.708 0.521 -1.101
C 2.433 -1.111 -0.069
C 1.391 0.760 0.949
C 0.476 -0.248 -1.034
N -3.467 0.505 0.438
N -2.899 -0.393 -0.180
N 1.403 -0.178 -0.093
H -1.193 0.419 -1.995
H -0.894 1.257 -0.386
H -3.914 1.287 -0.102
H 3.230 -0.679 0.576
H 2.222 -2.178 0.310
H 3.010 -1.257 -1.071
H 0.571 0.601 1.616
H 2.199 0.651 1.660
H 1.600 1.780 0.658
H 0.699 -0.922 -1.991
H -3.661 0.418 1.453
H -2.500 -1.232 0.363
*
```

Here are the Mulliken charges for atoms 1 to 4, given in e: C -1.28; C -0.94; C -1.20; C 0.50

---

Most favorable structure: version one. The second most favorable one is 93.9 kcal/mol above it.

---

Version one
Here is the ion C4H12N3 with charge +1 from OMol25. Energies are from ωB97M-V/def2-TZVPD.

The HOMO energy is -13.2 eV. As for the gap between HOMO and LUMO: 4.70 eV.

```
! RIJCOSX wB97M-V def2-TZVPD def2/J DEFGRID3
* xyz 1 1
C 1.960 0.469 -0.494
C 0.844 0.778 0.482
C -0.400 0.048 0.140
C -1.801 0.450 0.917
N -2.900 -0.557 0.709
N -0.561 -0.243 -1.272
N 2.482 -0.881 -0.516
H 2.760 1.272 -0.392
H 1.408 0.615 -1.462
H 0.591 1.864 0.501
H 1.131 0.542 1.489
H -1.551 0.386 1.990
H -3.845 -0.164 0.563
H -2.697 -1.189 -0.137
H -0.284 -1.006 -0.012
H -0.698 -1.179 -1.626
H -2.092 1.408 0.496
H 3.388 -1.179 0.009
H 2.267 -1.432 -1.384
*
```

Here are the Mulliken charges for atoms 1 to 4, given in e: C -0.58; C -0.66; C 0.32; C -0.35

---

Version two
Here is a structure of composition C4H12N3 from OMol25. Energies are from ωB97M-V/def2-TZVPD.

The HOMO energy is -13.7 eV. As for the gap between HOMO and LUMO: 9.67 eV.

```
! RIJCOSX wB97M-V def2-TZVPD def2/J DEFGRID3
* xyz 1 1
C -2.712 2.399 -0.511
C 1.673 -2.191 1.360
C 1.928 -0.729 1.034
C 0.118 -0.053 -0.445
N -2.751 1.212 -1.063
N -0.413 0.292 -1.539
N 1.389 -0.192 -0.191
H -3.423 2.943 0.107
H -1.765 2.857 -0.583
H 0.644 -2.438 1.591
H 2.042 -2.870 0.545
H 2.157 -2.325 2.264
H 3.041 -0.488 1.062
H 1.574 -0.069 1.884
H -0.604 -0.385 0.362
H -1.626 0.775 -1.441
H 0.248 0.603 -2.367
H -3.581 0.732 -1.157
H 2.060 -0.074 -0.911
*
```

Here are the Mulliken charges for atoms 1 to 4, given in e: C -0.12; C -1.04; C -0.55; C 0.19

---

Version three
Here is the ion C4H12N3 with charge +1 from OMol25. Energies are from ωB97M-V/def2-TZVPD.

The HOMO energy is -12.9 eV. As for the gap between HOMO and LUMO: 9.92 eV. As for the SMILES: N/C=N\CCC[NH3+].

```
! RIJCOSX wB97M-V def2-TZVPD def2/J DEFGRID3
* xyz 1 1
N -0.763 2.857 1.060
C -0.185 2.165 0.041
N 0.157 0.930 -0.043
C -0.472 0.019 0.890
C -0.538 -1.390 0.278
C 0.785 -1.901 -0.265
N 0.875 -1.173 -1.629
H -0.512 3.829 1.036
H -1.160 2.492 1.914
H 0.141 2.856 -0.729
H -1.473 0.309 1.220
H 0.101 0.108 1.835
H -1.342 -1.383 -0.458
H -0.960 -2.020 1.066
H 0.844 -2.981 -0.464
H 1.742 -1.692 0.209
H 0.450 -0.230 -1.533
H 0.485 -1.698 -2.419
H 1.826 -1.094 -2.008
*
```

Here are the Mulliken charges for atoms 1 to 4, given in e: N -0.35; C 0.00; N -0.48; C -0.50

---

Version four
Here is the ion C4H12N3 with charge +1 from OMol25. Energies are from ωB97M-V/def2-TZVPD.

The HOMO energy is -13.3 eV. As for the gap between HOMO and LUMO: 9.97 eV. As for the SMILES: CN[C@@H]1CN1[NH2+]C.

```
! RIJCOSX wB97M-V def2-TZVPD def2/J DEFGRID3
* xyz 1 1
C 0.961 2.187 0.132
N 0.086 1.555 1.122
C -0.770 0.623 0.764
C -1.105 -0.547 1.461
N -0.137 -0.765 0.429
N -0.515 -1.624 -0.766
C 0.683 -1.532 -1.624
H 0.396 2.642 -0.725
H 1.402 3.058 0.706
H 1.819 1.713 -0.268
H 0.643 1.352 1.936
H -1.468 1.113 0.032
H -0.657 -0.748 2.424
H -2.240 -0.646 1.404
H -1.399 -1.251 -1.218
H -0.714 -2.634 -0.481
H 1.587 -2.018 -1.103
H 0.500 -1.988 -2.646
H 0.927 -0.490 -1.580
*
```

Here are the Mulliken charges for atoms 1 to 4, given in e: C -0.93; N -0.24; C -0.04; C -0.54

---

Most favorable structure: version three. The second most favorable one is 21.7 kcal/mol above it.